ORCA calculation (wB97M-V/def2-TZVPD) on C38H69NOS2SbSi3SnTe as an isolated structure.

Values from the calculation:
net charge = -1
calculated total energy = -4006.99088 Ha
largest force on an atom = 0.63 eV Å⁻¹
HOMO level = -4.0491 eV
multiplicity = 1
LUMO energy = 2.326 eV
energy above the lowest of the compared OMol25 structures with the same formula, charge and spin = 0.000 eV
gap between HOMO and LUMO = 6.38 eV

Each line ends with the Löwdin charge.
Atoms and positions in Å:
Sn1 0.266 1.124 0.554  0.83
S1 1.692 0.437 3.207  0.39
C1 3.116 0.271 2.271  -1.19
N1 3.210 -0.165 1.043  -0.03
C2 4.508 -0.123 0.575  -0.37
C3 4.901 -0.489 -0.713  -0.04
C4 6.237 -0.411 -1.063  -0.10
C5 7.194 0.031 -0.146  -0.12
C6 6.819 0.407 1.134  -0.11
C7 5.476 0.331 1.485  -0.50
S2 4.686 0.746 2.970  0.96
H1 4.149 -0.818 -1.420  0.09
H2 6.546 -0.694 -2.062  0.09
H3 8.235 0.083 -0.437  0.09
H4 7.557 0.761 1.844  0.10
C8 -0.062 0.478 -3.028  -0.12
O1 0.093 1.366 -1.943  -0.46
Si1 -0.024 3.062 -1.952  0.28
C9 1.330 3.666 -3.105  -0.15
C10 -1.615 3.444 -2.877  -0.15
C11 0.118 3.431 -0.165  -0.61
Si2 -1.299 4.317 0.664  0.36
C12 -3.026 3.746 0.185  -0.17
C13 -1.266 4.093 2.538  -0.18
C14 -1.247 6.180 0.329  -0.18
Si3 1.784 4.124 0.305  0.34
C15 2.121 5.851 -0.387  -0.18
C16 3.185 2.989 -0.252  -0.18
C17 2.018 4.286 2.161  -0.18
H5 0.633 0.721 -3.837  0.09
H6 -1.084 0.505 -3.417  0.08
H7 0.150 -0.532 -2.673  0.07
H8 1.113 3.329 -4.123  0.03
H9 2.318 3.300 -2.827  0.03
H10 1.374 4.756 -3.129  0.02
H11 -1.423 3.416 -3.953  0.03
H12 -2.020 4.430 -2.637  0.03
H13 -2.387 2.706 -2.653  0.01
H14 -3.291 2.852 0.746  -0.01
H15 -3.154 3.517 -0.870  0.00
H16 -3.747 4.528 0.444  0.04
H17 -0.864 3.115 2.819  0.02
H18 -2.289 4.144 2.924  0.03
H19 -0.675 4.851 3.054  0.02
H20 -0.922 6.400 -0.691  0.02
H21 -0.548 6.676 1.007  0.02
H22 -2.232 6.631 0.476  0.02
H23 1.816 5.959 -1.428  0.01
H24 3.191 6.068 -0.327  0.03
H25 1.591 6.612 0.189  0.01
H26 2.878 2.234 -0.978  0.02
H27 3.579 2.449 0.612  0.01
H28 4.008 3.560 -0.691  0.04
H29 1.437 5.103 2.592  0.02
H30 3.075 4.481 2.366  0.04
H31 1.748 3.362 2.682  0.00
C18 -0.906 -3.606 2.373  -0.15
C19 0.467 -4.161 1.995  -0.71
C20 0.456 -5.680 2.149  -0.12
C21 1.499 -3.575 2.961  -0.14
Sb1 0.902 -3.305 -0.006  1.59
C22 2.841 -4.225 -0.569  -0.71
C23 3.872 -3.750 0.455  -0.13
C24 2.879 -5.745 -0.670  -0.12
C25 3.226 -3.612 -1.919  -0.15
C26 -0.565 -4.333 -1.313  -0.72
C27 -1.782 -3.403 -1.320  -0.17
C28 -0.995 -5.731 -0.881  -0.12
C29 -0.015 -4.399 -2.734  -0.14
H32 -1.166 -3.946 3.384  0.09
H33 -1.696 -3.945 1.699  0.06
H34 -0.917 -2.516 2.379  0.02
H35 0.415 -5.920 3.220  0.08
H36 1.351 -6.156 1.747  0.05
H37 -0.413 -6.142 1.682  0.05
H38 1.143 -3.725 3.988  0.09
H39 1.646 -2.500 2.827  0.03
H40 2.464 -4.074 2.879  0.06
H41 3.741 -4.227 1.425  0.06
H42 3.836 -2.669 0.604  0.05
H43 4.879 -4.001 0.097  0.09
H44 2.692 -6.224 0.291  0.05
H45 3.877 -6.065 -1.002  0.08
H46 2.155 -6.132 -1.391  0.06
H47 3.129 -2.523 -1.908  0.04
H48 2.630 -3.998 -2.745  0.05
H49 4.278 -3.841 -2.133  0.08
H50 -2.208 -3.253 -0.327  0.04
H51 -2.566 -3.822 -1.966  0.08
H52 -1.525 -2.411 -1.701  0.05
H53 -1.615 -5.697 0.016  0.06
H54 -0.150 -6.393 -0.686  0.06
H55 -1.602 -6.189 -1.676  0.08
H56 0.375 -3.436 -3.074  0.07
H57 -0.824 -4.688 -3.420  0.08
H58 0.777 -5.144 -2.833  0.06
C30 -8.447 1.404 0.039  -0.06
C31 -6.988 1.113 0.274  -0.28
C32 -6.144 0.775 -0.772  -0.03
C33 -4.795 0.491 -0.568  -0.32
C34 -3.936 0.145 -1.755  -0.10
C35 -4.278 0.539 0.732  -0.53
Te1 -2.258 -0.017 1.100  0.84
C36 -5.108 0.905 1.803  -0.33
C37 -4.587 1.016 3.211  -0.10
C38 -6.448 1.180 1.553  -0.03
H59 -8.690 1.360 -1.022  0.07
H60 -8.717 2.397 0.407  0.07
H61 -9.080 0.681 0.559  0.08
H62 -6.540 0.736 -1.782  0.11
H63 -4.460 0.367 -2.687  0.08
H64 -3.667 -0.914 -1.749  0.07
H65 -2.997 0.702 -1.730  0.03
H66 -3.706 1.658 3.255  0.05
H67 -4.276 0.041 3.592  0.07
H68 -5.355 1.421 3.872  0.07
H69 -7.087 1.464 2.385  0.11